A cluster of 7 separate species, C38H86BrCl2N10O11 in total. Source: OMol25; level of theory: the ωB97M-V functional and the def2-TZVPD basis.

```
148
Properties=species:S:1:pos:R:3:forces:R:3
Br -1.544268 6.237366 3.437913 -0.9 -0.9 -0.7
Cl -0.664319 0.696750 -3.025487 -0.4 1.8 2.9
Cl 0.179065 3.723325 1.598575 -0.7 -0.3 -0.6
O -5.946639 0.536478 1.119865 5.0 2.4 0.3
O 3.044492 1.234338 -4.737678 -0.3 -0.3 0.3
O -3.686711 0.388979 1.750286 -2.1 0.8 -0.5
O -7.588266 -2.912583 -0.227552 -0.3 -0.3 0.2
O 6.392854 -2.071898 5.741538 0.1 -0.1 -0.4
O -0.473643 6.789046 -1.813825 0.2 0.1 0.4
O -3.278445 6.088485 1.244825 1.9 -3.6 3.4
O 6.155398 0.412591 -0.025282 -0.3 0.2 -0.4
O -3.994392 -1.886813 1.447141 0.1 4.2 2.9
O -3.889995 -5.121601 -1.653961 -0.3 -0.2 0.0
O 3.003125 -2.132944 3.296191 -1.0 0.2 -1.5
N 4.911810 -4.571644 5.718823 -0.1 0.3 -0.1
N -3.127081 3.019111 1.039605 -1.7 0.1 -0.5
N -10.130606 -2.084770 -1.368059 0.2 -0.2 -0.1
N 4.779445 -0.267730 -6.524450 0.0 0.1 0.4
N -2.777395 8.427774 -1.133174 0.1 -0.4 0.1
N -2.314713 1.855580 -0.990241 3.6 1.2 1.5
N 8.035921 -0.130797 -2.176511 -0.3 -0.2 0.2
N -0.094379 2.299568 -0.622305 0.3 -2.3 -5.0
N -4.017779 -4.941425 1.244842 -0.1 0.3 -0.2
N -0.734249 2.912110 0.418193 -2.6 -1.2 -1.2
C -1.431255 8.817147 -0.696000 0.0 -0.2 -0.4
C -10.450558 -2.221700 1.043135 -0.3 0.0 0.2
C 3.127262 -0.188166 -4.663621 0.3 -0.1 0.0
C -8.741536 -3.746457 -0.140407 -0.1 -0.1 -0.2
C -0.481575 7.599765 -0.639686 -0.2 0.0 0.1
C -2.774959 5.358459 2.114061 -1.6 2.5 -2.6
C 2.383525 -0.909473 2.850009 0.5 0.9 0.3
C 6.872094 0.734015 -2.404943 0.2 0.1 0.5
C 2.356447 1.087437 1.208929 0.5 -0.4 -0.9
C -3.404773 -6.386165 -2.072886 0.4 0.3 0.0
C -5.059780 -5.656038 0.496492 0.5 -0.2 -0.3
C -4.827709 -7.158750 0.639817 -0.3 -0.2 0.2
C 7.152608 -5.073287 4.904905 0.1 -0.3 -0.2
C 7.714258 -2.257432 6.221728 -0.2 0.2 0.4
C 6.107334 -2.748084 4.518946 -0.3 0.1 0.0
C -7.292928 -2.190766 0.957137 0.2 0.2 -0.3
C -5.139370 -5.165780 -0.966243 0.0 0.4 0.1
C 5.878423 -4.269335 4.655922 0.2 0.2 0.4
C 1.899450 1.722886 -5.417406 0.4 0.4 0.0
C 7.334915 2.188921 -2.422318 0.0 0.2 -0.3
C 2.491578 -0.915397 -7.053859 -0.1 -0.3 -0.2
C 3.567463 -0.883951 -5.970734 -0.1 0.4 -0.1
C -10.091488 -3.000013 -0.220548 0.4 0.3 0.1
C -4.511527 2.557848 0.633334 -0.5 -0.3 0.7
C 3.316302 -0.049290 1.826316 -0.7 0.4 0.8
C -3.042769 3.791650 2.299493 0.9 -0.6 1.3
C 5.744424 0.442206 -1.390217 0.1 -0.2 0.0
C -2.135535 2.636208 0.226467 2.4 -1.2 -2.4
C 0.248201 7.340201 -2.904086 -0.2 -0.3 -0.3
C -0.934665 9.955232 -1.584663 0.1 0.4 0.1
C 6.381056 1.691926 0.546217 0.2 -0.4 0.3
C -0.990616 1.646071 -1.530570 -2.7 2.4 4.5
C -4.384636 -1.033303 3.804883 0.9 1.0 -1.3
C 1.888638 0.779312 -0.315033 -1.0 0.7 0.8
C 1.361569 2.185946 -0.963570 1.6 -0.7 0.7
C 3.034939 -3.092448 2.199112 0.5 -0.3 -0.8
C -4.798870 1.054598 1.173853 -3.0 -1.5 -0.3
C -4.030202 -0.926361 2.233525 -0.4 -3.9 -0.8
H 0.539975 7.897758 -0.373215 0.1 0.1 -0.2
H 7.490591 -5.028309 5.941154 -0.1 0.1 -0.1
H -4.208417 -7.045796 -2.408645 0.0 0.0 0.1
H -7.846598 -1.251880 0.968592 0.0 0.0 0.3
H -5.452062 -7.723375 -0.059114 0.1 0.0 0.0
H -1.102170 9.772202 -2.647043 0.0 -0.1 0.1
H 7.887700 2.395841 -3.344321 -0.1 -0.1 0.1
H -2.715466 -6.225012 -2.906773 -0.2 0.1 0.0
H -3.153217 7.753226 -0.469868 -0.1 0.2 0.0
H -5.088619 -7.484174 1.652411 0.0 0.1 -0.1
H 3.840344 -0.701285 1.051300 -0.9 0.9 0.9
H -10.007283 -2.626343 -2.221745 -0.1 0.1 0.0
H 4.898155 1.129368 -1.520169 0.1 0.2 0.0
H -7.497496 -2.775193 1.858286 -0.1 0.0 0.0
H 1.338033 -1.102130 2.402601 1.5 0.1 0.4
H 6.483076 2.874980 -2.387422 0.1 0.0 0.0
H 5.460440 -4.616654 3.705041 -0.1 0.1 0.0
H -3.549494 -0.440238 4.340583 -1.5 -1.0 -0.6
H -6.231534 -1.935434 0.941793 -0.2 -0.2 -0.1
H -11.519649 -1.985054 1.047181 0.2 -0.1 -0.1
H -3.158034 -4.996714 0.696909 -0.1 -0.1 0.1
H 8.281626 -0.056811 -1.188238 0.1 0.1 -0.2
H 1.430594 1.145148 1.881511 1.2 0.2 -0.9
H 6.277629 1.602124 1.631484 -0.1 -0.1 -0.1
H 2.739958 -1.669294 -7.807620 0.0 0.1 0.1
H -3.787179 -7.447303 0.483676 -0.1 0.1 -0.1
H -10.868200 -3.758396 -0.361984 0.1 0.0 -0.1
H 0.544888 6.519336 -3.563381 0.0 0.0 0.2
H -1.504037 9.213051 0.322248 0.0 -0.1 0.0
H 8.008592 2.432921 -1.599669 -0.1 -0.1 0.0
H -4.699563 2.664101 -0.488251 0.5 -0.5 1.6
H 4.141985 0.482876 2.420608 -1.2 -1.0 -0.8
H 2.187549 -0.606770 -4.281101 -0.2 0.0 -0.1
H 0.943773 0.112170 -0.267060 1.7 0.7 -0.3
H 5.664803 2.436592 0.188989 0.0 0.0 -0.1
H -0.825648 6.941278 0.166519 -0.1 0.0 -0.1
H -2.674298 7.889799 -1.994834 -0.1 0.2 0.1
H -5.874018 -5.739816 -1.544085 0.1 -0.2 0.0
H -10.239280 -2.808711 1.941966 0.0 0.1 -0.1
H 0.132380 10.141024 -1.429456 -0.1 0.0 0.0
H 4.109069 -3.203086 1.801419 -1.5 0.2 0.6
H 2.405789 -2.679796 1.330734 0.7 -0.9 1.2
H 6.471950 0.512419 -3.400058 -0.1 -0.1 0.1
H 4.024379 -4.127670 5.488135 0.0 -0.1 0.0
H 2.097322 1.779941 -6.487669 -0.3 -0.1 -0.1
H -2.831198 -6.850587 -1.269945 -0.1 -0.3 0.0
H 1.973326 3.060722 -0.545053 -1.2 -1.2 -0.6
H 1.011726 1.117872 -5.217404 0.0 -0.1 -0.1
H -5.502682 -4.132399 -0.954950 0.1 -0.1 0.0
H 6.978181 -6.131523 4.683829 0.0 0.2 0.0
H 8.447047 -2.287798 5.411785 0.0 -0.1 0.0
H -4.241178 -3.947863 1.245351 0.0 -0.2 0.1
H 1.147987 7.867427 -2.578639 0.0 0.1 0.0
H -9.290713 -1.505804 -1.324349 -0.2 0.0 0.0
H -8.678765 -4.421288 -1.001538 0.1 0.1 0.0
H 1.515673 -1.177865 -6.634004 0.0 0.0 0.0
H 7.967615 -4.731585 4.259846 0.0 0.0 0.1
H 2.701000 0.281267 -0.939760 -1.1 0.9 0.8
H 2.672936 -4.140900 2.514672 0.4 1.8 -0.3
H 2.213105 -0.247943 3.779601 0.3 -1.1 -1.3
H -2.230692 3.319626 2.975304 -1.2 1.0 -1.1
H 5.355798 -0.561634 -1.598945 0.1 0.0 0.1
H -5.385190 -0.493624 3.940978 1.4 -0.9 -0.1
H -0.398395 7.997982 -3.484993 0.2 0.2 0.0
H 5.530893 -0.353586 -5.842070 0.0 -0.1 -0.2
H 2.880110 2.113876 1.170665 -0.7 -1.6 0.3
H 3.885649 -0.396348 -3.899973 0.0 0.1 -0.1
H 1.710306 2.743868 -5.072308 0.1 -0.1 0.1
H 5.178295 -2.300872 4.148242 0.1 0.0 0.2
H -4.028618 3.635071 2.880716 1.5 0.5 -1.1
H -9.925199 -1.268639 1.121800 0.1 -0.1 -0.1
H 2.394452 0.031245 -7.587533 0.1 0.0 0.1
H -1.469039 10.879828 -1.343801 0.0 -0.2 0.0
H -6.026521 -5.434795 0.960966 0.0 0.1 -0.1
H -5.285244 3.237791 1.149129 1.3 -1.1 -0.8
H 7.404528 2.010660 0.348608 -0.1 0.3 0.0
H -8.686136 -4.384339 0.750240 0.0 0.1 0.2
H 6.874576 -2.521586 3.767849 0.2 -0.1 0.1
H 5.218768 -4.078797 6.558615 0.0 -0.2 -0.1
H 4.613449 0.738363 -6.577351 0.0 -0.2 -0.2
H 1.459049 2.187325 -2.102421 -0.4 0.1 1.6
H 3.798368 -1.923633 -5.717228 0.0 0.1 0.1
H -4.397901 -2.125423 4.131293 -0.1 1.6 -0.6
H 7.747265 -1.101892 -2.282130 0.1 0.1 -0.1
H 7.956540 -1.417594 6.879086 -0.1 0.0 -0.1
H 7.767526 -3.162446 6.827633 0.2 -0.1 -0.1
```
Positions in Å, forces in eV/Å.

Summary:
total charge: +1
E: -173295.064 eV
highest occupied orbital energy: -0.381 hartree
HOMO-LUMO gap: 6.24 eV

These are the Löwdin partial charges, in e, on atoms 1 to 99: number 1, Br, carries 0.6639; number 2, Cl, carries 0.7663; number 3, Cl, carries 0.8505; number 4, O, carries 0.0890; number 5, O, carries -0.2043; number 6, O, carries 0.0274; number 7, O, carries -0.2025; number 8, O, carries -0.1902; number 9, O, carries -0.2060; number 10, O, carries 0.0041; number 11, O, carries -0.2018; number 12, O, carries 0.0933; number 13, O, carries -0.1925; number 14, O, carries -0.2434; number 15, N, carries 0.0436; number 16, N, carries -0.0646; number 17, N, carries 0.0371; number 18, N, carries 0.0480; number 19, N, carries 0.0491; number 20, N, carries 0.1475; number 21, N, carries 0.0466; number 22, N, carries -0.1178; number 23, N, carries 0.0483; number 24, N, carries -0.3606; number 25, C, carries -0.4212; number 26, C, carries -0.0749; number 27, C, carries -0.2030; number 28, C, carries -0.2003; number 29, C, carries -0.2036; number 30, C, carries -0.6758; number 31, C, carries -0.2308; number 32, C, carries -0.4249; number 33, C, carries -0.2135; number 34, C, carries -0.1113; number 35, C, carries -0.4207; number 36, C, carries -0.0739; number 37, C, carries -0.0735; number 38, C, carries -0.1081; number 39, C, carries -0.2018; number 40, C, carries -0.1048; number 41, C, carries -0.1948; number 42, C, carries -0.4280; number 43, C, carries -0.1196; number 44, C, carries -0.0674; number 45, C, carries -0.0692; number 46, C, carries -0.4222; number 47, C, carries -0.4253; number 48, C, carries 0.0091; number 49, C, carries -0.1499; number 50, C, carries -0.1301; number 51, C, carries -0.2159; number 52, C, carries -0.2180; number 53, C, carries -0.1044; number 54, C, carries -0.0700; number 55, C, carries -0.1033; number 56, C, carries -0.5063; number 57, C, carries 0.0343; number 58, C, carries -0.1364; number 59, C, carries -0.1294; number 60, C, carries -0.1062; number 61, C, carries -0.2883; number 62, C, carries -0.3595; number 63, H, carries 0.1210; number 64, H, carries 0.0642; number 65, H, carries 0.0918; number 66, H, carries 0.0672; number 67, H, carries 0.0793; number 68, H, carries 0.0652; number 69, H, carries 0.0825; number 70, H, carries 0.0864; number 71, H, carries 0.0410; number 72, H, carries 0.0771; number 73, H, carries 0.1067; number 74, H, carries 0.0727; number 75, H, carries 0.1042; number 76, H, carries 0.0998; number 77, H, carries 0.1243; number 78, H, carries 0.0776; number 79, H, carries 0.1241; number 80, H, carries 0.1000; number 81, H, carries 0.0517; number 82, H, carries 0.0788; number 83, H, carries 0.0720; number 84, H, carries 0.0746; number 85, H, carries 0.0816; number 86, H, carries 0.0856; number 87, H, carries 0.0832; number 88, H, carries 0.0622; number 89, H, carries 0.1362; number 90, H, carries 0.0845; number 91, H, carries 0.1374; number 92, H, carries 0.0663; number 93, H, carries 0.1562; number 94, H, carries 0.1172; number 95, H, carries 0.1080; number 96, H, carries 0.1185; number 97, H, carries 0.0873; number 98, H, carries 0.0867; number 99, H, carries 0.0736